Entry from the Open Molecules 2025 dataset: a molecular structure, C19H61N3O10 in a non-equilibrium geometry (ωB97M-V/def2-TZVPD).

Computed properties:
E_HOMO: -7.4 eV
Kohn-Sham gap: 7.59 eV
2S+1: 1
maximum force: 0.344 Eh/bohr
E_LUMO: 0.006 Ha
energy above the lowest of the compared OMol25 structures with the same formula, charge and spin: 416.93 kcal per mole

Element x y z (Å)
C  0.597  -3.568  -0.027
C  0.991  -4.368  1.295
C  0.588  -5.846  1.208
O  -0.917  -5.997  1.011
C  -1.146  -7.258  0.597
N  2.394  -4.242  1.503
H  -0.568  -3.616  -0.148
H  1.150  -4.147  -1.000
H  0.733  -2.422  0.119
H  0.714  -3.897  2.223
H  0.786  -6.616  2.186
H  1.026  -6.141  0.351
H  -0.737  -7.182  -0.439
H  -2.275  -7.476  0.722
H  -0.552  -8.045  1.153
H  2.554  -3.184  1.199
H  3.038  -4.753  0.863
C  0.734  -1.677  2.541
C  2.317  -1.422  2.681
C  3.009  -1.337  1.315
O  2.931  -2.553  0.674
C  3.575  -2.646  -0.609
N  2.510  -0.271  3.436
H  0.376  -1.723  3.616
H  0.523  -2.513  2.087
H  0.024  -1.003  2.016
H  2.741  -2.284  3.223
H  4.127  -0.897  1.390
H  2.406  -0.604  0.518
H  3.256  -3.413  -1.415
H  4.621  -2.966  -0.417
H  3.491  -1.642  -1.127
H  2.584  0.579  2.863
H  3.439  -0.393  3.837
C  1.199  5.675  -3.311
C  0.968  4.631  -2.294
C  0.398  5.171  -1.025
O  1.261  6.247  -0.570
C  0.752  7.044  0.499
N  0.010  3.609  -2.701
H  0.266  6.409  -3.279
H  1.239  5.365  -4.378
H  2.158  6.261  -3.068
H  1.832  4.373  -2.093
H  0.223  4.466  -0.181
H  -0.556  5.450  -1.040
H  1.476  7.774  1.004
H  0.567  6.283  1.341
H  -0.090  7.622  0.451
H  -0.097  2.993  -1.873
H  0.336  2.812  -3.264
C  -4.201  3.393  -0.951
O  -5.415  2.605  -1.032
H  -4.199  4.541  -0.998
H  -3.398  3.144  -1.783
H  -3.728  3.019  -0.236
H  -5.477  1.700  -0.744
C  3.033  2.469  0.051
O  4.099  2.688  -0.827
H  2.141  2.249  -0.412
H  2.771  3.174  0.798
H  3.071  1.573  0.651
H  4.325  3.674  -0.809
C  -0.582  0.318  -0.691
O  -1.289  1.492  -0.861
H  -0.218  -0.106  -1.456
H  -0.935  -0.403  0.138
H  0.436  0.616  0.010
H  -2.123  1.304  -1.288
C  -1.157  2.607  2.302
O  -1.063  2.956  3.703
H  -2.121  2.067  2.148
H  -0.137  2.186  2.038
H  -1.381  3.413  1.675
H  -0.355  2.399  4.165
C  -4.035  -0.460  -1.096
O  -5.282  -0.217  -0.613
H  -3.784  0.559  -1.632
H  -4.216  -1.244  -1.806
H  -3.372  -0.956  -0.476
H  -5.630  -0.925  -0.123
C  -2.309  -1.872  1.427
O  -3.470  -2.659  1.621
H  -1.372  -2.455  1.813
H  -2.344  -1.059  2.218
H  -2.415  -1.448  0.444
H  -3.235  -3.565  1.861
C  -0.254  -2.269  -3.853
O  -1.509  -1.571  -3.823
H  -0.284  -3.123  -3.150
H  0.797  -1.776  -3.576
H  -0.128  -2.562  -4.860
H  -2.232  -2.110  -3.668